1.
DFT (ωB97M-V/def2-TZVPD) results for a structure of composition C24H36BaN2Si.

The geometry in XYZ format:
```
64
C24H36BaN2Si | OMol25 | ωB97M-V/def2-TZVPD
Ba -0.289 -0.254 1.332
Si 0.362 -0.159 -2.575
N 1.685 0.891 2.724
N -0.132 0.248 4.732
C -0.944 -3.753 -5.332
C -3.440 -0.488 3.132
C 0.843 1.317 5.002
C 0.445 1.363 -3.651
C 1.087 2.129 2.130
C -1.284 0.444 5.616
C -1.197 2.932 -4.616
C 0.445 -1.096 4.976
C -3.638 -0.231 1.745
C -0.283 -1.499 -3.733
C 2.920 0.525 1.985
C -0.965 -2.451 -5.891
C 1.466 2.123 -4.288
C -0.599 -3.909 -3.990
C -2.840 -1.780 3.242
C 1.147 3.282 -5.031
C 2.073 1.178 4.145
C -0.639 -1.328 -5.099
C -0.220 -2.808 -3.226
C -0.179 3.700 -5.181
C -0.896 1.769 -3.902
C -3.210 -1.359 1.009
C -2.682 -2.304 1.934
C 2.853 -0.639 -2.561
H 2.710 0.346 4.491
H -1.730 1.182 -3.485
H 0.910 -1.122 5.993
H 2.677 2.108 4.199
H 3.377 -0.333 2.493
H 2.238 -0.539 -1.580
H -0.407 4.619 -5.728
H 1.968 3.859 -5.496
H -2.641 -2.307 4.175
H 1.232 -1.331 4.245
H -0.571 -4.923 -3.596
H 0.901 2.008 1.046
H -2.019 -0.364 5.516
H -1.778 1.402 5.363
H 0.198 -3.000 -2.237
H 2.680 0.238 0.950
H 0.154 2.389 2.664
H -1.210 -2.321 -6.951
H -0.323 -1.864 4.925
H -0.535 -0.402 -5.627
H -3.309 -1.504 -0.076
H -0.425 -0.301 -1.260
H 1.773 2.991 2.232
H -2.235 3.221 -4.747
H 3.588 0.182 -2.525
H -4.158 0.658 1.336
H -1.135 -4.608 -5.968
H -0.947 0.497 6.674
H -2.337 -3.318 1.691
H -3.756 0.142 3.954
H 0.354 2.283 4.831
H 2.212 -0.535 -3.437
H 3.649 1.345 1.967
H 2.537 1.842 -4.202
H 3.317 -1.662 -2.527
H 1.153 1.279 6.070
```

Values from the calculation:
max |F|	3.0	eV Å⁻¹
highest occupied orbital energy (spin up / spin down)	-4.1 / -4.1	eV
frontier orbital gap (spin up / spin down)	3.8 / 3.7	eV
LUMO energy (spin up / spin down)	-0.0104 / -0.0132	Ha

=====

2.
DFT (ωB97M-V/def2-TZVPD) results for a structure of composition C19H24HgN2OSb.

The geometry in XYZ format:
```
48
C19H24HgN2OSb | OMol25 | ωB97M-V/def2-TZVPD
Hg 0.102 -0.912 0.269
Sb 3.170 0.420 -1.802
O -2.022 1.377 -1.242
N -1.094 -2.221 -2.915
N -2.777 -1.503 -1.676
C 1.407 -0.124 3.486
C -1.903 2.612 -3.224
C -0.646 -1.315 3.815
C -1.778 0.133 -3.245
C -0.702 0.985 3.068
C -1.515 0.206 -4.599
C -1.487 2.191 2.626
C 0.743 -1.287 3.842
C -1.358 -0.189 3.432
C -1.887 -1.160 -2.580
C 1.858 1.534 -3.090
C -1.932 1.368 -2.478
C -1.648 2.635 -4.563
C -1.439 1.431 -5.259
C 4.872 0.644 -3.109
C 0.688 1.002 3.104
C -2.530 -2.817 -1.395
C 2.612 -1.483 -2.644
C -1.483 -3.280 -2.143
H -2.096 2.582 3.444
H 4.589 0.394 -4.132
H 2.490 -0.093 3.492
H -0.825 2.986 2.286
H -2.155 1.935 1.802
H -0.987 -4.234 -2.180
H 1.690 -1.820 -2.171
H 1.979 1.193 -4.119
H -2.441 -0.221 3.404
H 2.479 -1.383 -3.722
H 0.826 1.382 -2.777
H -0.289 -2.187 -3.517
H 1.216 1.903 2.815
H 3.385 -2.225 -2.446
H 1.301 -2.169 4.129
H -2.056 3.519 -2.653
H -1.401 -0.709 -5.169
H -1.175 -2.220 4.087
H -1.604 3.576 -5.096
H 2.081 2.599 -3.034
H 5.233 1.672 -3.079
H -3.119 -3.357 -0.674
H 5.679 -0.014 -2.788
H -1.239 1.453 -6.322
```

Values from the calculation:
multiplicity	2
max |F|	0.1	eV Å⁻¹
highest occupied orbital energy (spin up / spin down)	-8.1 / -8.1	eV
frontier orbital gap (spin up / spin down)	8.7 / 6.1	eV
LUMO energy (spin up / spin down)	0.0237 / -0.0742	Ha

=====

| no. | electronic energy (eV) |
| --- | --- |
| 1 | -37017.4984 |
| 2 | -35831.0712 |